A single C4H9NO2 molecule at a distorted geometry. Source: OMol25; level of theory: the ωB97M-V functional and the def2-TZVPD basis.

Calculated values
Relative energy (zero: lowest compared OMol25 entry of this formula, charge and spin) = 82.0 kcal per mole
E_HOMO = -9.31 eV
LUMO energy = 0.0316 Eh
Strongest force on any atom = 4.02 eV/Å
Molar mass = 103.1 u
SMILES = [H]/N=C\CCOCO

The geometry in ORCA input format:
```
! wB97M-V def2-TZVPD RIJCOSX def2/J DEFGRID3
* xyz 0 1
H 1.048 2.394 -0.179
N 1.653 1.634 0.123
C 1.086 0.674 0.707
C -0.376 0.801 1.495
C -1.273 0.019 0.614
O -0.219 -0.950 -0.124
C 0.025 -0.902 -1.503
O 0.814 -1.983 -1.889
H 1.708 -0.122 1.098
H -0.652 1.851 1.541
H -0.234 0.327 2.466
H -1.739 0.596 -0.188
H -1.928 -0.669 1.143
H -0.932 -0.896 -2.043
H 0.594 0.007 -1.753
H 0.424 -2.782 -1.509
*
```

---

A single C4H9NO2 molecule. Source: OMol25; level of theory: the ωB97M-V functional and the def2-TZVPD basis.

Calculated values
Relative energy (zero: lowest compared OMol25 entry of this formula, charge and spin) = 62.3 kcal per mole
E_HOMO = -9.62 eV
LUMO energy = 0.0337 Eh
Strongest force on any atom = 0.69 eV/Å
Molar mass = 103.1 u
SMILES = C/N=C\OCCO

The geometry in ORCA input format:
```
! wB97M-V def2-TZVPD RIJCOSX def2/J DEFGRID3
* xyz 0 1
C 1.676 -0.308 -1.334
N 1.900 0.673 -0.278
C 1.244 0.988 0.745
O 0.023 0.568 1.310
C -1.160 0.712 0.525
C -1.779 -0.669 0.305
O -0.765 -1.634 0.181
H 0.838 -0.998 -1.187
H 1.546 0.228 -2.284
H 2.602 -0.889 -1.456
H 1.587 1.740 1.444
H -1.881 1.350 1.054
H -0.889 1.195 -0.416
H -2.442 -0.927 1.143
H -2.379 -0.661 -0.612
H -0.120 -1.368 0.859
*
```

---

What is the E_HOMO in the first record? -9.31 eV